one.
{
  "formula": "C2H9NO",
  "method": "ωB97M-V/def2-TZVPD",
  "charge": 0,
  "e_homo_ev": -9.336,
  "multiplicity": 1,
  "lumo_ev": 0.859,
  "smiles": "CNC.O",
  "gap_ev": 10.2,
  "symbols": ["H", "C", "N", "H", "H", "O", "H", "H", "H", "H", "H", "C", "H"],
  "xyz": [[0.09378, 1.14382, -0.76191], [0.81579, -1.03963, -0.19228], [-0.34669, -0.13144, -0.20649], [1.20899, 2.27103, -0.91388], [0.65717, -1.98333, 0.33428], [0.43027, 1.96298, -1.38897], [-0.87242, -0.41883, -1.02291], [1.69056, -0.49917, 0.16696], [-1.41635, 1.00808, 1.15180], [-0.30686, -0.24476, 1.83825], [1.01133, -1.35563, -1.21936], [-1.05709, -0.01836, 1.08729], [-1.90850, -0.69477, 1.12720]]
}

***

two.
{
  "formula": "C2H9NO",
  "method": "ωB97M-V/def2-TZVPD",
  "charge": 0,
  "e_homo_ev": -9.176,
  "multiplicity": 1,
  "lumo_ev": 0.741,
  "smiles": "CN.CO",
  "gap_ev": 9.9,
  "symbols": ["O", "C", "H", "H", "H", "H", "H", "H", "H", "H", "N", "H", "C"],
  "xyz": [[-0.88883, 1.17354, -0.73192], [1.05745, -1.05904, 1.16349], [-2.41317, 0.27576, -1.56650], [0.53530, -1.68276, 0.44370], [0.28941, -0.80209, 1.87145], [-1.23680, -1.02341, -0.93232], [0.99097, 0.14938, -0.43208], [-2.31297, 0.00103, 0.14298], [1.64110, -1.92124, 1.49949], [1.62634, 1.07358, 0.98422], [1.74840, -0.07298, 0.49429], [-0.31606, 1.20978, -1.55303], [-1.71283, 0.03279, -0.84059]]
}

***

three.
{
  "formula": "C2H9NO",
  "method": "ωB97M-V/def2-TZVPD",
  "charge": 0,
  "e_homo_ev": -9.217,
  "multiplicity": 1,
  "lumo_ev": 0.832,
  "gap_ev": 10.0,
  "symbols": ["H", "N", "H", "H", "C", "H", "H", "H", "H", "C", "H", "O", "H"],
  "xyz": [[0.69854, -0.79998, -0.11046], [0.14089, 0.35828, -0.50747], [-1.93749, 0.82731, -0.32829], [-1.58783, -0.99102, -0.45019], [0.34885, 1.36942, 0.54950], [0.11891, 0.96408, 1.53580], [-1.41029, -0.16250, -1.79397], [-0.23664, 2.26086, 0.25979], [0.52934, -2.40936, 0.24358], [-1.30860, 0.04302, -0.71522], [1.41442, 1.67836, 0.51221], [0.84002, -1.62402, 0.70943], [0.43193, 0.83229, -1.35645]]
}

***

one takes first place; second place is 50.4 kJ/mol up.

***

one.
{
  "formula": "C2H9NO",
  "method": "ωB97M-V/def2-TZVPD",
  "charge": 0,
  "e_homo_ev": -10.018,
  "multiplicity": 1,
  "lumo_ev": 0.807,
  "smiles": "CCN.O",
  "gap_ev": 10.8,
  "symbols": ["H", "H", "O", "C", "H", "H", "H", "H", "N", "C", "H", "H", "H"],
  "xyz": [[-0.05796, -0.63905, -1.71545], [-0.43711, 0.80257, -2.09209], [-1.45161, -2.18086, 1.15083], [-0.06437, 0.71605, 0.13115], [1.24844, 0.62485, -1.61017], [-1.01870, -1.42673, 0.95612], [-1.29478, -2.46372, 0.24250], [-1.04429, 0.45560, 0.62613], [0.96029, 0.38018, 1.20818], [0.21845, 0.34465, -1.31955], [1.90948, 0.23802, 0.70902], [-0.21365, 1.74463, 0.16431], [1.24580, 1.40381, 1.54903]]
}

***

two.
{
  "formula": "C2H9NO",
  "method": "ωB97M-V/def2-TZVPD",
  "charge": 0,
  "e_homo_ev": -9.631,
  "multiplicity": 1,
  "lumo_ev": 0.976,
  "smiles": "NCO.C",
  "gap_ev": 10.6,
  "symbols": ["H", "C", "H", "C", "N", "H", "H", "H", "O", "H", "H", "H", "H"],
  "xyz": [[-0.36296, 1.07406, 1.79288], [-0.42335, 0.71951, 0.72885], [2.80837, -2.82701, -1.02890], [2.15743, -1.87304, -0.98375], [-1.33573, -0.33548, 0.35092], [-2.25668, -0.14619, 0.68425], [1.12412, -2.41787, -1.18461], [-1.14331, 1.66941, -0.80964], [-0.67826, 1.94552, 0.04561], [-1.01154, -1.26942, 0.53474], [0.74193, 0.25352, 0.42178], [2.11720, -1.51935, -0.03633], [2.35455, -1.11170, -1.66612]]
}

***

two takes first place; second place is 30.5 kJ/mol up.

***

one.
{
  "formula": "C4H12S2",
  "method": "ωB97M-V/def2-TZVPD",
  "charge": 1,
  "e_homo_ev": [-11.282, -11.282],
  "multiplicity": 2,
  "lumo_ev": [-3.461, -8.558],
  "gap_ev": [7.8, 2.7],
  "symbols": ["H", "H", "S", "H", "H", "C", "H", "C", "C", "H", "C", "H", "S", "H", "H", "H", "H", "H"],
  "xyz": [[-1.81121, 0.82273, -3.53366], [-3.72042, 1.13696, -1.51625], [2.21092, -0.82987, 3.08613], [-0.95034, 0.15435, -2.16938], [-3.68156, -0.30583, -2.51501], [-3.10168, 0.30796, -1.83596], [-1.85898, 2.43455, -0.70479], [-1.79516, 0.79441, -2.44813], [3.13466, -1.97225, 2.08561], [0.63549, 0.74702, 2.24755], [1.52190, 0.24391, 1.86598], [2.24499, 1.05963, 1.71386], [-1.28807, 2.47315, -1.90110], [3.61369, -2.67928, 2.75467], [2.53629, -2.47666, 1.32906], [3.85277, -1.32648, 1.56135], [-2.90958, -0.29629, -0.95695], [1.36627, -0.28801, 0.93702]]
}

***

two.
{
  "formula": "C4H12S2",
  "method": "ωB97M-V/def2-TZVPD",
  "charge": 1,
  "e_homo_ev": [-12.297, -11.820],
  "multiplicity": 2,
  "lumo_ev": [-3.507, -8.182],
  "gap_ev": [8.8, 3.6],
  "symbols": ["H", "H", "H", "C", "C", "C", "H", "H", "H", "H", "C", "H", "H", "H", "S", "H", "S", "H"],
  "xyz": [[1.90200, -0.39252, 1.33986], [4.24852, -0.41849, 1.45747], [1.46688, 1.41617, -1.24468], [-2.80685, -1.54269, -1.09505], [3.76746, 0.55472, 1.19542], [2.30920, 0.48160, 0.70903], [-3.86648, -1.40479, -1.03547], [3.72612, 1.11221, 2.17535], [-2.79125, -1.55332, -2.20683], [1.87670, 1.46864, 0.84381], [-2.84845, -0.03976, 1.43811], [-3.44756, -0.87411, 1.67348], [-1.85178, -0.46268, 1.72176], [-2.44484, -2.37660, -0.59552], [-2.27672, 0.10428, -0.24839], [-3.18352, 0.95236, 1.90149], [2.11878, 0.20196, -0.99422], [4.36414, 0.91007, 0.36596]]
}

***

one takes first place; second place is 128.7 kJ/mol up.

***

one.
{
  "formula": "C4H12NO",
  "method": "ωB97M-V/def2-TZVPD",
  "charge": 1,
  "e_homo_ev": -14.318,
  "multiplicity": 1,
  "lumo_ev": -3.550,
  "gap_ev": 10.8,
  "symbols": ["H", "O", "C", "H", "H", "H", "H", "C", "H", "C", "C", "H", "H", "N", "H", "H", "H", "H"],
  "xyz": [[2.24951, -0.03850, 0.90098], [-2.62715, -1.06251, -0.30833], [0.69381, -0.31133, -0.54861], [-3.36879, -1.61216, 0.14960], [-0.53223, -0.90296, 0.89919], [0.16989, 0.98457, -2.14800], [-0.19827, 1.36703, 1.25575], [1.61658, 0.54908, 0.24693], [2.40510, 1.18707, -0.43674], [0.01372, 0.12821, -1.62345], [0.83051, 1.65492, 1.03865], [0.98071, 2.69359, 0.69379], [-0.61656, -0.65639, -2.14296], [-0.00537, -1.46889, 0.17488], [-0.69783, -1.96484, -0.43612], [-2.86462, -0.04452, -0.39504], [0.66668, -2.21897, 0.52480], [1.28430, 1.71658, 2.15465]]
}

***

two.
{
  "formula": "C4H12NO",
  "method": "ωB97M-V/def2-TZVPD",
  "charge": 1,
  "e_homo_ev": -14.644,
  "multiplicity": 1,
  "lumo_ev": -9.967,
  "gap_ev": 4.7,
  "symbols": ["H", "C", "H", "O", "H", "H", "H", "H", "C", "C", "H", "H", "H", "H", "C", "H", "N", "H"],
  "xyz": [[0.36552, 0.47348, -2.15779], [-1.67437, -0.19921, -2.94527], [1.76369, 1.44020, 1.54163], [1.59273, -0.63318, 0.72272], [-1.57111, 0.10343, -3.97354], [-0.40755, -0.29765, 2.85374], [0.67868, -0.56516, 0.37462], [0.31656, -1.03671, -2.94092], [-0.00735, 0.52191, 2.17235], [1.47010, 0.36415, 1.73646], [-1.74734, 0.46545, 1.33386], [-0.32427, 1.46298, 2.66196], [-2.34128, 0.57728, -2.46398], [2.14272, 0.04152, 2.54574], [-0.28440, -0.38900, -2.28550], [-2.28070, -1.10238, -2.83727], [-0.77745, 0.40350, 0.98916], [-0.44806, -0.77670, -1.26513]]
}

***

one takes first place; second place is 446.0 kJ/mol up.

***

one.
{
  "formula": "C4H12NO",
  "method": "ωB97M-V/def2-TZVPD",
  "charge": 1,
  "e_homo_ev": -13.421,
  "multiplicity": 1,
  "lumo_ev": -3.971,
  "gap_ev": 9.5,
  "symbols": ["H", "C", "H", "H", "H", "C", "H", "H", "H", "H", "O", "H", "C", "H", "C", "H", "H", "N"],
  "xyz": [[-2.67866, -1.35025, 0.41357], [-2.12771, -2.15943, -0.04578], [1.24247, 2.88116, -0.26286], [1.59810, -0.00971, -0.60435], [1.73513, 2.10739, -1.63785], [0.35341, 0.62931, 1.05853], [0.14603, 1.99179, -1.20247], [2.38621, 1.14689, 0.53339], [-1.27345, -0.95788, -1.54574], [-0.60803, 0.39569, 0.59255], [0.78836, -0.40416, 1.89139], [-0.79778, -2.74075, -1.56411], [1.46218, 0.85138, 0.04337], [0.24032, 1.56150, 1.63837], [-1.35240, -1.94094, -1.09707], [-2.26015, -3.12821, 0.40756], [0.04819, -0.92792, 2.21289], [1.09778, 2.05413, -0.83139]]
}

***

two.
{
  "formula": "C4H12NO",
  "method": "ωB97M-V/def2-TZVPD",
  "charge": 1,
  "e_homo_ev": -15.321,
  "multiplicity": 1,
  "lumo_ev": -3.255,
  "smiles": "CC[C@H]([NH3+])CO",
  "gap_ev": 12.1,
  "symbols": ["H", "C", "H", "H", "H", "H", "H", "C", "O", "N", "H", "H", "C", "H", "H", "H", "C", "H"],
  "xyz": [[1.07286, -2.39034, -0.58763], [1.22979, -0.43967, -0.12110], [-2.63935, 0.88676, 2.13680], [2.57495, -1.51901, -1.26840], [-1.51374, 1.65465, -0.32360], [1.66877, 0.39642, -0.57749], [1.74078, -0.64353, 0.85943], [-0.28329, -0.10783, 0.18008], [-2.02156, 1.06471, 1.31516], [-0.73058, 1.09357, -0.83059], [-0.57369, -0.25141, 2.40409], [-0.04882, 1.68465, -1.22931], [1.44658, -1.49724, -1.13314], [-1.14951, 0.70341, -1.69189], [-0.17216, 1.29482, 1.79791], [1.07883, -1.54983, -2.20535], [-0.74271, 0.46983, 1.54090], [-0.93714, -0.84997, -0.26588]]
}

***

three.
{
  "formula": "C4H12NO",
  "method": "ωB97M-V/def2-TZVPD",
  "charge": 1,
  "e_homo_ev": -13.915,
  "multiplicity": 1,
  "lumo_ev": -3.491,
  "gap_ev": 10.4,
  "symbols": ["H", "O", "H", "N", "H", "H", "H", "H", "H", "C", "H", "H", "C", "H", "C", "H", "C", "H"],
  "xyz": [[-1.71457, 1.34987, -0.36676], [-2.76288, 0.31285, -2.90487], [-1.97219, -0.59375, 0.78426], [-1.03410, 0.72341, -0.59098], [3.05913, -0.55654, 0.34769], [3.52094, 0.12059, 1.89149], [0.40448, -1.74840, 1.34970], [-3.63837, 0.70114, -2.99888], [-0.11568, 1.11699, -0.80589], [2.71268, -0.48380, 1.33621], [-2.83664, -0.65132, -3.33706], [-1.38290, 0.45252, -1.48966], [0.27319, -0.70700, 0.97693], [1.52115, 0.75601, 0.29892], [-0.93725, -0.38004, 0.44782], [2.47365, -1.43993, 1.80436], [1.38469, 0.18151, 1.21136], [1.04468, 0.84588, 2.04535]]
}

***

two takes first place; second place is 11.4 kJ/mol up.

***

one.
{
  "formula": "C4H12NO",
  "method": "ωB97M-V/def2-TZVPD",
  "charge": 1,
  "e_homo_ev": -14.352,
  "multiplicity": 1,
  "lumo_ev": -3.204,
  "gap_ev": 11.1,
  "symbols": ["O", "H", "H", "H", "H", "N", "H", "H", "C", "H", "C", "H", "C", "H", "H", "C", "H", "H"],
  "xyz": [[2.11172, 0.05774, -0.83807], [-0.85745, -1.04304, 2.03795], [2.48521, -1.73307, 0.27874], [0.20005, 1.95231, 0.59151], [2.82388, -1.75931, -1.49913], [0.10168, 0.94334, 0.69497], [-2.60748, -1.02618, 1.35762], [-1.56556, 0.86082, -1.60450], [-1.24856, 0.41018, 0.49394], [1.13228, -1.76570, -0.91752], [-1.58717, -0.60759, 1.34427], [3.01742, 0.31207, -1.04476], [2.15407, -1.38756, -0.73081], [0.76160, 0.47053, 0.02115], [-3.00830, 0.49903, -0.62900], [-2.07871, 1.01780, -0.63588], [0.46035, 0.70236, 1.59612], [-2.29502, 2.09627, -0.51661]]
}

***

two.
{
  "formula": "C4H12NO",
  "method": "ωB97M-V/def2-TZVPD",
  "charge": 1,
  "e_homo_ev": -14.921,
  "multiplicity": 1,
  "lumo_ev": -4.915,
  "gap_ev": 10.0,
  "symbols": ["C", "C", "H", "H", "H", "O", "C", "H", "H", "H", "N", "H", "H", "H", "C", "H", "H", "H"],
  "xyz": [[-0.93737, -1.90846, 0.09416], [-0.83792, -0.86275, -1.02340], [3.29203, -0.17189, 1.31640], [-1.24785, -1.28018, -1.94014], [-1.99134, -2.02357, 0.34424], [-0.45910, 1.51244, -0.50034], [-1.46219, 0.46712, -0.68115], [2.06234, 1.76264, 0.90499], [-2.10002, 0.44380, 0.21327], [1.67022, -1.12243, 1.18005], [1.56747, 0.87122, 0.93012], [-0.88873, 2.35284, -0.69677], [-2.18357, 0.83059, -1.41567], [0.62418, 0.98232, 0.40726], [2.21564, -0.18684, 1.18580], [0.21646, -0.67268, -1.27116], [-0.48894, -2.85471, -0.20333], [-0.39585, -1.61437, 0.99819]]
}

***

one takes first place; second place is 21.6 kJ/mol up.